1.
{
  "formula": "C25H47Cl2NNiO3Si2",
  "method": "the ωB97M-V functional and the def2-TZVPD basis",
  "species": ["O", "O", "C", "C", "H", "H", "H", "H", "H", "C", "C", "H", "H", "H", "H", "H", "C", "C", "C", "H", "H", "H", "H", "H", "C", "H", "H", "H", "H", "H", "H", "Ni", "C", "Si", "H", "H", "C", "C", "C", "C", "Si", "H", "H", "C", "C", "C", "H", "H", "H", "H", "H", "H", "H", "H", "H", "H", "H", "H", "H", "H", "H", "H", "H", "H", "Cl", "C", "C", "C", "Cl", "C", "C", "C", "C", "N", "C", "C", "O", "H", "H", "H", "H"],
  "coordinates": [[-1.7002, 1.4702, -2.4794], [0.6783, 0.7835, -3.4497], [-2.5159, 0.4276, -1.9460], [-3.6367, 0.8713, -1.0247], [-1.8745, -0.3003, -1.4217], [-2.9121, -0.0778, -2.8388], [-3.2299, 1.1126, -0.0346], [-4.3383, 0.0371, -0.9145], [-4.1767, 1.7232, -1.4503], [-1.3179, 2.5660, -1.6284], [-1.2873, 3.8143, -2.4670], [-0.3141, 2.3469, -1.2273], [-2.0171, 2.6592, -0.7854], [-0.5914, 3.7010, -3.3026], [-0.9690, 4.6646, -1.8567], [-2.2882, 4.0386, -2.8515], [1.9971, 1.2948, -3.7208], [-0.0625, 0.3706, -4.6169], [2.0759, 2.7773, -3.4423], [2.2725, 1.1013, -4.7716], [2.6984, 0.7492, -3.0722], [1.4320, 3.3483, -4.1212], [3.1008, 3.1185, -3.6150], [1.8012, 3.0071, -2.4058], [-0.6874, 1.5283, -5.3374], [-0.8257, -0.3228, -4.2428], [0.6176, -0.1764, -5.2921], [-1.3513, 2.0811, -4.6720], [-1.2773, 1.1392, -6.1668], [0.0719, 2.1914, -5.7604], [0.1686, 0.2772, -1.7995], [0.7973, -1.1221, 1.0950], [0.6520, -0.1782, -0.8507], [1.1564, -1.9489, -1.3875], [1.5027, 0.4833, -0.6653], [-0.1215, 0.0241, -0.0769], [-0.3658, -2.7294, -2.1399], [1.8499, -3.1051, -0.0614], [2.4986, -1.8727, -2.6960], [-0.9004, -1.9333, 1.4976], [-0.8509, -2.7486, 3.1975], [-1.2018, -2.6479, 0.7067], [-1.6178, -1.0872, 1.4202], [0.3387, -4.1993, 3.1343], [-2.6041, -3.3616, 3.5005], [-0.3552, -1.6251, 4.6253], [2.7373, -2.8919, -3.0291], [3.4196, -1.4217, -2.3024], [2.1895, -1.2964, -3.5774], [-1.0246, -3.1272, -1.3589], [-0.0498, -3.5618, -2.7849], [-0.9328, -2.0086, -2.7428], [1.1560, -3.3790, 0.7470], [2.7850, -2.7186, 0.3648], [2.0940, -4.0327, -0.5978], [-3.0175, -3.7722, 2.5698], [-3.2561, -2.5413, 3.8278], [-2.6352, -4.1481, 4.2663], [-0.7835, -0.6179, 4.5268], [0.7353, -1.5121, 4.6991], [-0.7146, -2.0510, 5.5764], [0.0102, -4.9794, 3.8353], [1.3551, -3.9033, 3.4254], [0.3925, -4.6516, 2.1373], [-3.1882, 2.1921, 3.1493], [-1.5161, 2.2099, 3.4599], [-0.9886, 2.7547, 4.6162], [0.3784, 2.6871, 4.8830], [0.9571, 3.4243, 6.3149], [1.2639, 1.9666, 4.0217], [2.6242, 1.7538, 4.3193], [3.3609, 0.8706, 3.5583], [2.7427, 0.1483, 2.5354], [1.4289, 0.3207, 2.2319], [0.7247, 1.3047, 2.8818], [-0.6414, 1.6373, 2.4374], [-1.0466, 1.4099, 1.2741], [-1.6525, 3.2509, 5.3141], [3.0646, 2.2700, 5.1651], [4.4148, 0.7040, 3.7555], [3.2937, -0.5612, 1.9153]],
  "forces_ev_per_a": [[-0.602, 0.282, 0.301], [0.755, 0.049, -1.396], [0.307, 0.001, -0.091], [0.103, -0.177, 0.088], [-0.264, 0.087, -0.007], [0.000, 0.098, 0.185], [-0.259, 0.085, -0.176], [0.054, 0.130, 0.046], [0.050, -0.071, 0.123], [-0.011, -0.728, 0.133], [-0.127, 0.290, -0.039], [-0.330, 0.137, 0.093], [0.364, 0.027, -0.213], [-0.171, 0.080, 0.110], [0.040, -0.053, -0.059], [0.156, -0.040, -0.050], [-0.464, -0.128, -0.009], [0.498, -0.057, 0.604], [0.118, 0.314, -0.068], [-0.051, -0.090, 0.290], [-0.136, 0.160, -0.188], [0.056, -0.148, 0.204], [-0.013, 0.014, 0.102], [0.006, -0.050, -0.221], [-0.237, 0.185, -0.303], [0.148, 0.165, -0.135], [-0.182, -0.031, 0.183], [0.161, -0.071, -0.109], [-0.069, 0.034, -0.144], [-0.046, 0.017, 0.062], [0.712, -0.982, 1.471], [-0.243, 0.073, 0.126], [-0.049, 0.267, -1.069], [-0.476, 0.427, -1.128], [0.078, 0.084, 0.044], [0.007, 0.229, -0.202], [0.037, -0.268, 0.029], [0.013, 0.086, 0.213], [0.143, 0.080, -0.036], [-0.698, 0.172, 0.210], [-0.636, 0.233, -0.367], [0.229, 0.062, 0.424], [0.308, -0.380, 0.303], [0.116, -0.274, 0.139], [-0.046, -0.207, 0.121], [0.079, 0.123, -0.001], [-0.015, 0.158, 0.108], [-0.109, -0.106, -0.113], [0.007, -0.202, 0.279], [0.018, 0.057, -0.244], [-0.189, 0.127, 0.105], [0.162, -0.196, 0.135], [0.291, -0.037, -0.218], [-0.029, -0.188, 0.015], [-0.023, 0.142, 0.113], [0.037, 0.047, 0.205], [0.129, -0.126, -0.096], [-0.053, 0.139, -0.094], [0.017, -0.196, 0.022], [-0.169, 0.001, 0.002], [0.127, 0.102, -0.280], [0.137, 0.130, -0.128], [-0.121, -0.050, -0.075], [-0.081, -0.031, 0.200], [-0.634, 0.180, -0.130], [2.001, -0.606, -0.703], [0.533, -0.166, -0.028], [-0.393, -0.418, -1.169], [0.418, 0.353, 0.606], [-0.604, 0.069, 0.934], [0.165, -0.374, -0.276], [0.184, 0.216, 0.112], [-1.478, 0.338, -0.148], [1.531, 1.192, 0.614], [-0.468, -0.251, 0.018], [-1.005, 0.031, 0.094], [0.337, -0.503, 0.286], [0.089, -0.050, 0.050], [0.010, -0.067, -0.108], [-0.132, 0.037, 0.003], [-0.118, 0.009, 0.315]],
  "mulliken_spin": [0.00, 0.00, 0.00, 0.00, 0.00, 0.00, 0.00, 0.00, 0.00, 0.00, 0.00, 0.00, 0.00, 0.00, 0.00, 0.00, 0.00, 0.00, 0.00, 0.00, 0.00, 0.00, 0.00, 0.00, 0.00, 0.00, 0.00, 0.00, 0.00, 0.00, 0.03, 1.67, -0.02, 0.00, -0.01, -0.02, 0.01, 0.05, 0.00, 0.28, 0.00, -0.01, -0.03, 0.01, 0.02, 0.00, 0.00, 0.00, 0.00, 0.00, 0.00, 0.00, -0.02, 0.00, 0.01, 0.00, 0.00, 0.00, 0.00, 0.00, 0.00, 0.00, 0.00, 0.00, 0.00, 0.01, 0.00, 0.01, 0.00, 0.00, 0.01, 0.00, 0.02, 0.01, 0.01, -0.03, 0.00, 0.00, 0.00, 0.00, 0.00],
  "homo_lumo_gap_ha": [0.236, 0.215],
  "spin_multiplicity": 3,
  "homo_energy_ev": [-6.63, -6.63],
  "charge": 0
}


2.
{
  "formula": "C25H47ClP2Yb",
  "method": "the ωB97M-V functional and the def2-TZVPD basis",
  "species": ["Yb", "C", "C", "C", "C", "C", "C", "H", "H", "H", "C", "H", "H", "H", "C", "H", "H", "H", "C", "H", "H", "H", "C", "H", "H", "H", "C", "C", "C", "C", "C", "C", "C", "C", "H", "H", "H", "H", "H", "H", "H", "H", "H", "H", "H", "H", "P", "C", "H", "H", "H", "C", "H", "H", "H", "C", "H", "H", "H", "P", "C", "H", "H", "H", "C", "H", "H", "H", "C", "H", "H", "H", "Cl", "C", "H", "H"],
  "coordinates": [[0.4726, -0.2634, -0.3184], [1.4899, -2.2550, -1.1158], [0.6287, -1.7497, -2.1253], [2.3531, -0.2424, -1.8140], [2.5423, -1.3221, -0.9041], [1.1575, -0.4909, -2.5531], [1.2835, -3.5530, -0.4220], [0.2150, -3.7970, -0.2561], [1.7924, -3.5733, 0.5516], [1.6912, -4.3889, -1.0127], [3.6447, -1.4654, 0.0719], [3.6411, -2.4413, 0.5638], [3.6215, -0.7043, 0.8580], [4.6342, -1.3618, -0.3895], [3.2426, 0.9268, -2.0105], [3.8031, 0.8706, -2.9618], [3.9992, 1.0105, -1.2227], [2.6898, 1.8832, -2.0480], [0.5625, 0.3812, -3.6030], [0.8343, 0.0492, -4.6102], [0.9002, 1.4147, -3.5134], [-0.5373, 0.3925, -3.5699], [-0.5951, -2.4371, -2.6072], [-0.3670, -3.2843, -3.2746], [-1.2780, -1.7902, -3.1748], [-1.1829, -2.8645, -1.7792], [-2.4074, -0.2171, 0.8750], [-2.2820, -1.4165, 0.2665], [-3.4000, -2.0452, -0.5151], [-3.7574, -1.4177, -1.9076], [-3.0595, -0.1485, -2.3060], [-3.2244, 1.0082, -1.6696], [-4.1513, 1.1664, -0.5072], [-3.6927, 0.5560, 0.8617], [-4.3233, -2.1258, 0.0944], [-4.8611, -1.3277, -1.9698], [-3.1184, -3.1067, -0.6813], [-4.5283, -0.0502, 1.2756], [-1.6365, 0.2141, 1.5184], [-1.4267, -2.0768, 0.4399], [-3.6021, 1.3845, 1.5950], [-4.3098, 2.2519, -0.3410], [-2.6828, 1.9055, -1.9695], [-5.1714, 0.7785, -0.7339], [-3.5105, -2.1786, -2.6707], [-2.4085, -0.2084, -3.1797], [1.1902, -0.7448, 2.7920], [2.6314, -1.6368, 3.4265], [2.5368, -1.8242, 4.5091], [3.5012, -0.9907, 3.2651], [2.7878, -2.6082, 2.9279], [0.7256, 0.1623, 4.2741], [0.8234, -0.4677, 5.1663], [-0.3175, 0.4804, 4.2089], [1.3726, 1.0325, 4.3757], [-0.0543, -2.1341, 3.0993], [-1.0984, -1.7872, 2.9797], [0.0502, -2.4972, 4.1418], [0.1186, -2.9926, 2.4249], [0.3556, 2.8345, 0.0927], [-0.1869, 3.4573, -1.5767], [-0.6796, 4.4412, -1.4631], [-0.9077, 2.7321, -2.0029], [0.6757, 3.5588, -2.2521], [-1.0969, 3.4746, 1.0346], [-2.0442, 3.1900, 0.5529], [-1.0253, 4.5697, 1.0605], [-1.0566, 3.0792, 2.0557], [1.5376, 4.1640, 0.4679], [1.0477, 5.1306, 0.2901], [2.4167, 4.0857, -0.1858], [1.8628, 4.1289, 1.5098], [4.1830, 1.3012, 2.3485], [2.5077, 1.0319, 1.9970], [2.0322, 1.9612, 2.3426], [2.4258, 0.9774, 0.9028]],
  "forces_ev_per_a": [[-2.508, 2.270, 3.366], [0.238, -0.123, -0.654], [0.983, 0.043, -0.652], [-0.287, -0.648, -0.474], [-0.020, -0.438, -1.021], [0.506, -0.985, -0.441], [-0.044, -0.713, 0.368], [0.432, 0.168, -0.038], [-0.165, -0.079, -0.182], [-0.094, 0.190, 0.165], [0.883, 0.011, 0.489], [-0.068, 0.090, -0.081], [0.071, -0.292, -0.132], [-0.164, -0.053, -0.080], [0.603, 0.785, -0.279], [-0.244, -0.063, 0.311], [-0.151, -0.002, -0.015], [0.171, -0.269, 0.055], [-0.250, 0.253, -0.410], [0.010, 0.006, 0.060], [0.014, 0.005, -0.003], [0.310, 0.015, 0.015], [-0.720, -0.580, -0.473], [0.067, 0.210, 0.181], [0.432, -0.150, 0.187], [0.177, 0.075, -0.244], [-0.164, -0.932, -0.226], [-0.298, 0.741, 0.685], [-0.206, -0.939, -0.090], [-0.284, -0.815, -0.565], [-0.044, 0.151, 0.005], [0.123, -0.079, 0.039], [-0.890, 0.685, 0.427], [-0.469, 0.708, 0.585], [0.507, 0.376, -0.117], [0.551, 0.252, 0.086], [-0.189, 0.598, -0.005], [0.608, 0.043, -0.347], [0.193, -0.296, -0.087], [0.168, 0.340, -0.005], [0.044, -0.405, -0.443], [0.056, -0.565, -0.099], [-0.175, -0.282, -0.195], [0.761, 0.073, -0.062], [-0.141, 0.337, 0.336], [-0.244, 0.183, 0.277], [-0.382, -1.120, 0.488], [0.823, -0.276, -0.005], [-0.115, 0.085, -0.434], [0.041, -0.461, 0.146], [-0.058, 0.471, 0.074], [-0.186, 0.731, 0.415], [0.013, 0.081, -0.263], [0.065, 0.141, 0.008], [-0.135, 0.062, 0.225], [-0.451, -0.391, -0.123], [0.516, -0.115, -0.051], [0.093, 0.231, -0.495], [-0.075, 0.397, 0.211], [-0.925, 0.613, -0.973], [-0.129, -0.259, 0.036], [0.242, -0.430, -0.094], [0.469, 0.507, 0.057], [-0.313, -0.081, 0.165], [0.120, -0.189, 0.173], [0.306, -0.040, 0.199], [-0.148, -0.254, 0.055], [-0.227, 0.173, -0.091], [0.449, 0.131, 0.044], [0.143, -0.216, 0.011], [-0.154, 0.000, 0.233], [0.062, 0.012, -0.083], [0.626, -0.327, 0.395], [-0.225, 1.489, -0.919], [-0.502, -0.715, 0.061], [-0.031, -0.150, 0.317]],
  "mulliken_spin": [0.00, 0.00, -0.01, 0.00, 0.02, 0.00, 0.00, 0.00, 0.00, 0.00, 0.01, 0.00, -0.01, 0.00, 0.00, 0.00, 0.00, 0.00, 0.00, 0.00, 0.00, 0.00, 0.00, 0.00, 0.00, 0.00, -0.01, 0.01, 0.00, 0.00, 0.00, 0.00, 0.00, 0.00, 0.00, 0.00, 0.00, 0.00, 0.03, -0.01, 0.00, 0.00, 0.00, 0.00, 0.00, 0.00, 0.18, 0.01, 0.00, -0.01, 0.00, 0.00, 0.00, 0.00, -0.01, 0.17, -0.02, 0.01, -0.01, 0.00, 0.00, 0.00, 0.00, 0.00, 0.00, 0.00, 0.00, 0.00, 0.00, 0.00, 0.00, 0.00, 0.10, 0.59, 0.02, -0.06],
  "homo_lumo_gap_ha": [0.298, 0.226],
  "de_lowest_kcal_mol": 0.0,
  "spin_multiplicity": 2,
  "homo_energy_ev": [-10.21, -10.21],
  "charge": 1
}


no.,electronic energy (eV)
1,-116162.238
2,-89308.998